(1)
{"formula": "C6H15ClIN5O7P2S", "method": "ωB97M-V/def2-TZVPD", "symbols": ["N", "C", "C", "C", "C", "C", "C", "N", "N", "N", "P", "O", "I", "N", "P", "O", "O", "S", "H", "H", "H", "H", "H", "H", "H", "H", "H", "H", "H", "H", "H", "H", "H", "O", "Cl", "O", "O", "O"], "xyz": [[2.724081, 0.572705, 0.430509], [2.652330, -0.706250, 1.106180], [2.431348, -1.812703, 0.070706], [0.989327, -1.716949, -0.467751], [0.830072, -0.393572, -1.246959], [-0.452918, -0.233799, -2.094851], [-1.588745, -0.845657, -1.392951], [-2.179840, -2.009806, -1.685215], [-3.086814, -2.233306, -0.775798], [-3.095205, -1.271412, 0.089433], [-4.269645, -1.320098, 1.583334], [-4.742134, -2.819196, 1.313371], [-2.503528, -1.657083, 3.226306], [-2.168268, -0.350843, -0.276808], [-1.873604, 1.161381, 0.655741], [-1.333017, 2.045089, -0.517471], [-0.616680, 0.761936, 1.487715], [-3.438595, 1.720651, 1.556045], [2.732998, 1.347290, 1.088615], [3.596372, 0.640446, -0.085231], [1.752311, -0.655433, 1.737419], [3.487992, -0.953542, 1.772901], [3.102493, -1.689516, -0.783649], [2.625795, -2.789908, 0.516282], [0.749942, -2.560083, -1.122613], [0.328720, -1.786877, 0.412682], [1.692232, -0.286512, -1.900039], [0.848162, 0.458202, -0.574346], [-0.370957, -0.696416, -3.077550], [-0.628588, 0.829705, -2.224033], [-4.080581, -3.506637, 1.149223], [-1.712471, 2.936785, -0.533024], [-0.196545, -0.100204, 1.357780], [1.338299, 5.366761, 0.205491], [1.564089, 3.997707, -0.163027], [0.302941, 3.378084, -0.545342], [2.097939, 3.264124, 0.969794], [2.490692, 3.914937, -1.262868]], "atomic_forces_ev_per_a": [[1.1, 0.1, 0.6], [-0.2, -0.2, -0.2], [-0.6, 0.1, 0.1], [0.5, 0.2, -0.3], [-0.7, -0.1, 0.1], [0.2, -0.3, -0.3], [-0.4, 0.3, 0.3], [0.2, 0.1, -0.2], [-0.2, -0.1, 0.4], [0.2, 0.2, -0.4], [0.0, -0.1, 0.0], [-0.1, 0.2, -0.1], [0.1, -0.1, 0.1], [-0.1, -0.4, 0.0], [0.4, 0.8, -0.6], [-2.3, -1.9, 0.5], [-0.2, -0.1, 0.3], [-0.1, -0.1, 0.1], [-0.2, 0.1, -0.2], [-0.1, 0.1, -0.1], [0.2, -0.2, 0.2], [0.1, 0.1, 0.0], [0.2, 0.0, 0.2], [-0.1, 0.0, 0.0], [0.0, -0.1, 0.1], [-0.2, 0.0, -0.2], [0.0, 0.2, -0.1], [0.3, -0.1, -0.1], [-0.1, -0.2, 0.1], [0.0, 0.0, -0.1], [0.0, -0.1, 0.0], [0.4, 0.2, -0.1], [0.1, 0.1, -0.1], [-0.1, -0.1, 0.0], [0.7, 0.2, 0.1], [1.2, 1.1, -0.1], [-0.2, 0.3, 0.1], [-0.1, -0.1, 0.0]], "nbo_charge": [-0.8537, -0.2028, -0.3996, -0.4041, -0.4176, -0.4849, 0.4574, -0.2489, 0.0188, -0.2157, 1.2012, -0.9937, -0.1029, -0.4751, 1.9713, -0.9547, -0.9751, -0.4688, 0.4096, 0.3582, 0.1437, 0.1779, 0.2049, 0.2086, 0.2142, 0.1548, 0.2377, 0.2698, 0.2473, 0.2831, 0.5222, 0.5668, 0.5371, -0.8493, 2.5599, -0.9390, -0.8993, -0.8592], "gap_ha": 0.2463, "e_above_lowest_kcal_mol": 0.0, "total_energy_ha": -2876.623590}

***

(2)
{"formula": "C5H10O", "method": "ωB97M-V/def2-TZVPD", "symbols": ["O", "C", "C", "C", "C", "C", "H", "H", "H", "H", "H", "H", "H", "H", "H", "H"], "xyz": [[-1.994145, 0.091812, 0.662975], [-1.045776, 0.186416, -0.394303], [-0.194668, -1.090354, -0.503798], [0.960548, -0.848011, 0.470745], [1.312558, 0.620329, 0.204797], [-0.053393, 1.303582, -0.007911], [-2.616898, -0.609411, 0.433143], [-1.562979, 0.408819, -1.339459], [-0.781374, -1.990014, -0.283158], [0.193638, -1.191070, -1.526381], [1.804628, -1.529470, 0.322035], [0.601599, -0.967680, 1.499917], [1.891263, 1.078359, 1.013435], [1.916504, 0.689974, -0.709405], [-0.422887, 1.751806, 0.919835], [-0.008621, 2.094906, -0.762469]], "atomic_forces_ev_per_a": [[-0.3, -0.2, 0.0], [0.3, 0.0, -0.3], [0.0, 0.0, 0.0], [0.0, 0.0, 0.0], [0.1, 0.0, 0.0], [0.0, 0.0, 0.0], [0.1, 0.1, 0.1], [0.1, 0.0, 0.2], [0.1, 0.1, 0.0], [0.0, 0.0, 0.1], [-0.1, 0.1, 0.0], [0.1, 0.0, -0.1], [-0.1, -0.1, -0.1], [-0.1, 0.0, 0.1], [0.1, 0.0, -0.1], [0.0, -0.1, 0.1]], "nbo_charge": [-0.7242, 0.0938, -0.4275, -0.4053, -0.4016, -0.4293, 0.4644, 0.1616, 0.2077, 0.2016, 0.2094, 0.2053, 0.2123, 0.1941, 0.2267, 0.2110], "gap_ha": 0.4105, "e_above_lowest_kcal_mol": 2.8, "smiles": "OC1CCCC1", "total_energy_ha": -271.748190}

***

(3)
{"formula": "C21H22N2O5S", "method": "ωB97M-V/def2-TZVPD", "symbols": ["C", "C", "O", "C", "O", "C", "C", "N", "C", "C", "C", "C", "C", "S", "C", "C", "O", "N", "C", "C", "C", "C", "O", "C", "C", "C", "C", "O", "C", "H", "H", "H", "H", "H", "H", "H", "H", "H", "H", "H", "H", "H", "H", "H", "H", "H", "H", "H", "H", "H", "H"], "xyz": [[3.919610, 1.215007, 1.272349], [2.801612, 0.304910, 0.787959], [1.521636, 0.803003, 1.187969], [0.942809, 1.707863, 0.395825], [1.415295, 2.107416, -0.634154], [-0.412058, 2.165572, 0.970237], [-0.561359, 3.663603, 0.728746], [-0.586491, 1.834994, 2.367451], [-1.038537, 0.461426, 2.533219], [-2.076065, 0.416845, 3.606264], [-2.442424, -0.614351, 4.412887], [-3.505007, -0.276278, 5.281984], [-3.923943, 1.002919, 5.115866], [-3.032816, 1.827581, 3.896809], [-1.622134, 0.092914, 1.150586], [-0.785434, -0.918219, 0.385799], [-0.352101, -1.956452, 0.806922], [-0.636746, -0.441432, -0.907456], [-0.007528, -1.174415, -1.950704], [-0.532654, -1.145454, -3.233448], [0.085163, -1.840851, -4.257784], [1.233556, -2.584298, -4.006799], [1.917927, -3.302433, -4.935248], [1.455236, -3.300172, -6.264883], [1.747058, -2.619336, -2.708743], [1.137567, -1.920345, -1.690986], [-1.143586, 0.843869, -1.080049], [-1.234740, 1.429276, -2.121013], [-1.541404, 1.344811, 0.292549], [4.879217, 0.784064, 1.002502], [3.830122, 2.193188, 0.805595], [3.873847, 1.330808, 2.352901], [2.871438, -0.686111, 1.241244], [2.822257, 0.225421, -0.303716], [0.243848, 4.205363, 1.219030], [-1.509946, 4.004137, 1.133638], [-0.518196, 3.862248, -0.338572], [0.220858, 2.058751, 2.934272], [-0.232660, -0.245377, 2.783687], [-1.971093, -1.580474, 4.386835], [-3.930185, -0.957787, 5.996856], [-4.702984, 1.520969, 5.638583], [-2.635237, -0.305558, 1.243412], [-1.419742, -0.570662, -3.442179], [-0.343877, -1.793886, -5.245715], [2.154697, -3.922903, -6.820286], [0.450822, -3.728586, -6.341482], [1.454582, -2.290826, -6.688082], [2.634079, -3.203617, -2.523532], [1.539443, -1.966400, -0.692759], [-2.453734, 1.939267, 0.255614]], "atomic_forces_ev_per_a": [[-0.4, -0.1, -0.1], [0.5, -0.1, -0.3], [-0.1, -0.1, 0.4], [0.0, 0.3, 0.0], [0.0, 0.0, 0.0], [0.1, 0.2, -0.2], [0.1, -0.2, -0.2], [0.0, 0.1, -0.1], [-0.1, -0.4, 0.1], [-0.1, 0.2, 0.2], [0.2, 0.1, -0.2], [-0.2, 0.1, 0.1], [0.0, 0.2, -0.3], [0.1, -0.4, 0.3], [0.2, 0.0, 0.2], [-0.3, 0.0, 0.3], [0.0, -0.1, 0.1], [0.2, -0.3, -0.4], [0.0, -0.1, -0.3], [0.0, 0.0, 0.3], [0.2, -0.2, -0.3], [-0.1, 0.1, 0.2], [0.1, 0.0, 0.3], [-0.1, 0.0, -0.2], [0.0, 0.0, -0.2], [0.0, 0.1, -0.1], [-0.4, 0.3, 0.2], [0.0, 0.1, -0.1], [0.0, 0.1, 0.1], [0.1, 0.0, 0.0], [0.0, 0.1, 0.0], [0.0, 0.0, 0.1], [0.0, 0.1, -0.1], [0.0, -0.1, 0.2], [0.1, 0.1, 0.0], [-0.1, 0.0, 0.0], [0.0, 0.1, -0.1], [0.0, 0.0, 0.0], [-0.2, 0.1, -0.1], [0.1, -0.2, 0.0], [-0.1, -0.1, 0.2], [-0.2, 0.1, 0.2], [0.1, 0.0, 0.0], [0.0, 0.0, 0.0], [0.0, 0.0, -0.1], [-0.1, 0.1, 0.0], [0.0, 0.0, 0.0], [0.0, 0.0, 0.0], [0.1, -0.1, 0.0], [0.0, 0.0, 0.1], [0.1, 0.0, -0.1]], "nbo_charge": [-0.6327, -0.0811, -0.5271, 0.7785, -0.5857, 0.0457, -0.6010, -0.6236, -0.0714, -0.1978, -0.2607, -0.2537, -0.4207, 0.4443, -0.3157, 0.7243, -0.5662, -0.4986, 0.0737, -0.1181, -0.3217, 0.3103, -0.4893, -0.2527, -0.2527, -0.1792, 0.7223, -0.5401, -0.3107, 0.2211, 0.2224, 0.2093, 0.1953, 0.2073, 0.2133, 0.2211, 0.2404, 0.3882, 0.2251, 0.2261, 0.2222, 0.2329, 0.2620, 0.2277, 0.2212, 0.2012, 0.1765, 0.1778, 0.2255, 0.2321, 0.2528], "gap_ha": 0.3358, "e_above_lowest_kcal_mol": 4.5, "smiles": "CCOC(=O)[C@]1(C)N[C@@H](c2cccs2)[C@@H]2C(=O)N(c3ccc(OC)cc3)C(=O)[C@@H]21", "total_energy_ha": -1697.383076}

***

(4)
{"formula": "C17H25NTi", "method": "ωB97M-V/def2-TZVPD", "symbols": ["C", "C", "C", "H", "C", "H", "H", "H", "C", "H", "H", "C", "H", "H", "C", "H", "H", "C", "H", "H", "Ti", "H", "C", "N", "C", "C", "C", "C", "C", "C", "C", "C", "H", "H", "H", "H", "H", "H", "H", "H", "H", "H", "H", "H"], "xyz": [[1.413410, -1.560379, -1.780140], [0.767890, -1.359316, 1.381135], [2.069456, -0.251199, -1.332407], [1.967739, -2.045651, -2.630591], [1.364688, -0.104416, 1.532202], [-0.116351, -1.608664, 1.983089], [2.201947, 0.445090, -2.172993], [0.963151, 0.555544, 2.313075], [3.200623, -0.138267, -0.338869], [3.848553, 0.696425, -0.661505], [3.877591, -1.007957, -0.364090], [0.996784, -2.660166, -0.769725], [1.336392, -3.625443, -1.162437], [-0.109740, -2.723449, -0.782131], [1.438680, -2.524692, 0.686171], [2.534527, -2.491870, 0.790246], [1.120787, -3.447285, 1.207186], [2.797436, 0.182379, 1.123997], [3.482532, -0.370200, 1.791579], [2.990757, 1.250114, 1.327783], [0.184589, -0.080025, -0.430307], [0.414113, -1.198158, -2.247708], [0.370418, 2.821803, -1.239334], [-0.580011, 1.827753, -0.688350], [-1.040126, 2.373392, 0.620987], [-1.762078, 1.589104, -1.619599], [-2.517340, 0.339087, -1.231443], [-3.885834, 0.212606, -1.506400], [-4.593260, -0.905800, -1.046226], [-3.928248, -1.893596, -0.318098], [-2.547200, -1.795684, -0.080657], [-1.831282, -0.711777, -0.593387], [1.244598, 2.890434, -0.575162], [-0.148750, 3.797934, -1.263760], [0.693036, 2.534585, -2.253175], [-1.732226, 1.691737, 1.139962], [-0.162132, 2.566990, 1.254424], [-1.549100, 3.331357, 0.403441], [-2.392333, 2.495612, -1.557311], [-1.368274, 1.526306, -2.650093], [-4.398929, 0.995570, -2.064525], [-5.659702, -1.006442, -1.249255], [-4.476597, -2.747033, 0.068768], [-2.028779, -2.547363, 0.522778]], "atomic_forces_ev_per_a": [[0.2, 0.2, -1.6], [0.2, 0.5, 0.5], [-0.4, 0.7, -0.1], [-0.7, 0.4, 0.6], [0.0, -0.5, 0.4], [0.3, 0.2, -0.3], [0.1, -0.6, -0.2], [0.0, -0.2, -0.3], [0.7, 0.0, -0.1], [-0.2, -0.3, 0.0], [-0.2, 0.0, 0.1], [-0.2, -0.6, -0.2], [0.0, 0.2, 0.1], [0.5, -0.1, 0.1], [-0.1, -0.3, 0.4], [-0.3, 0.1, -0.1], [0.1, 0.3, -0.2], [0.3, 0.1, 0.3], [-0.2, 0.1, 0.0], [-0.1, -0.3, -0.1], [0.7, -0.8, 1.3], [0.9, -0.7, 0.0], [-0.4, 0.1, -0.1], [-0.5, 1.1, -0.1], [-0.2, 0.1, -0.3], [0.5, 0.7, 0.2], [-1.0, -0.9, 0.1], [0.0, 0.1, 0.2], [0.3, 0.1, -0.2], [0.4, -0.1, 0.2], [-0.9, 0.4, -0.5], [0.1, 0.2, 0.0], [-0.3, -0.1, -0.3], [0.3, -0.1, -0.2], [-0.1, 0.1, 0.5], [0.3, 0.2, -0.3], [-0.3, -0.1, -0.2], [0.0, -0.2, 0.3], [0.0, -0.3, -0.2], [0.0, 0.0, 0.4], [-0.1, -0.1, 0.1], [0.3, 0.1, 0.0], [-0.1, 0.1, 0.0], [-0.2, 0.0, -0.3]], "nbo_charge": [-0.4395, -0.3684, -0.7330, 0.2390, -0.3920, 0.2191, 0.1918, 0.2112, -0.4089, 0.2106, 0.1874, -0.4268, 0.2250, 0.2353, -0.4305, 0.2139, 0.2220, -0.4313, 0.2057, 0.2015, 1.3960, 0.1849, -0.4005, -0.5104, -0.4156, -0.2449, -0.1007, -0.2057, -0.2293, -0.2146, -0.2280, -0.4721, 0.2236, 0.1862, 0.2192, 0.2386, 0.2209, 0.1916, 0.2025, 0.2145, 0.1985, 0.2107, 0.2048, 0.1976], "s_squared": 2.01, "gap_ha": [0.2405, 0.2691], "e_above_lowest_kcal_mol": 0.0, "spin_multiplicity": 3, "total_energy_ha": -1566.833273}